[1]
{"formula": "C34H35N6O8PSe2Zn", "method": "ωB97M-V/def2-TZVPD", "lumo_ev": -0.64, "orbital_gap_ev": 7.191, "spin_multiplicity": 1, "largest_force_ha_per_bohr": 0.009, "de_lowest_kj_mol": 0.0, "homo_ev": -7.8268, "elements": ["Se", "Se", "Zn", "P", "O", "O", "O", "O", "O", "O", "O", "O", "N", "N", "N", "N", "N", "N", "C", "C", "C", "C", "C", "C", "C", "C", "C", "C", "C", "C", "C", "C", "C", "C", "C", "C", "C", "C", "C", "C", "C", "C", "C", "C", "C", "C", "C", "C", "C", "C", "C", "C", "H", "H", "H", "H", "H", "H", "H", "H", "H", "H", "H", "H", "H", "H", "H", "H", "H", "H", "H", "H", "H", "H", "H", "H", "H", "H", "H", "H", "H", "H", "H", "H", "H", "H", "H"], "coordinates": [[2.195, 1.066, 0.244], [-0.768, 2.820, 1.305], [-0.224, 0.600, -0.332], [1.379, 2.839, 1.202], [-1.518, 4.396, -6.126], [-3.528, 4.591, -6.878], [-2.257, 0.697, -1.121], [-7.163, 2.424, -4.621], [-0.589, 1.693, -2.151], [3.676, -3.574, -0.729], [-6.761, 1.062, -3.001], [-3.542, -1.679, 5.670], [2.332, -5.390, -0.708], [-0.816, -0.544, 1.371], [0.183, -1.275, -1.431], [-6.418, 1.863, -3.845], [-2.280, -1.050, 3.286], [-2.707, 4.161, -6.095], [-2.630, -0.593, 5.631], [0.943, -7.106, -1.862], [2.053, 4.113, 5.013], [-4.975, 2.190, -3.927], [3.223, 3.455, 5.373], [-2.584, 0.019, 4.246], [3.830, 2.585, 4.480], [1.020, -6.019, -0.800], [1.495, 3.899, 3.763], [0.978, -3.507, -2.854], [-2.296, 2.795, -4.080], [-4.117, 1.666, -2.980], [3.274, 2.372, 3.225], [1.954, 4.327, 0.329], [1.279, 5.531, 0.529], [2.854, 6.658, -0.892], [-3.134, -2.236, 3.357], [-2.767, 1.977, -3.062], [1.097, -2.106, -0.934], [2.106, 3.031, 2.860], [3.522, 5.463, -1.101], [-1.489, -0.808, 2.269], [-1.812, 1.427, -2.044], [1.730, 6.692, -0.076], [-4.550, 3.011, -4.952], [2.599, -4.088, -0.986], [-3.200, 3.289, -5.000], [4.446, -6.616, -1.193], [3.075, 4.297, -0.492], [-3.145, -2.719, 4.795], [1.513, -3.248, -1.601], [0.042, -2.634, -3.381], [3.428, -6.183, -0.149], [-0.336, -1.534, -2.632], [-5.238, 3.415, -5.678], [4.922, -5.745, -1.640], [0.789, -6.450, 0.178], [-3.863, -3.528, 4.918], [3.657, 3.617, 6.351], [-2.744, -2.998, 2.685], [3.977, -7.204, -1.983], [3.742, 1.686, 2.531], [3.917, -5.589, 0.623], [-1.816, 0.788, 4.171], [-1.075, -0.835, -2.997], [1.299, -4.375, -3.416], [-4.481, 1.028, -2.188], [2.976, -7.053, 0.331], [-2.147, -3.081, 5.072], [-0.063, -7.526, -1.899], [0.382, 5.550, 1.135], [1.571, 4.788, 5.709], [4.390, 5.429, -1.747], [1.512, -1.849, 0.034], [1.188, -6.713, -2.850], [-3.553, 0.461, 3.994], [5.221, -7.228, -0.728], [-1.629, -0.935, 5.921], [-4.147, -1.969, 3.043], [-0.390, -2.796, -4.359], [1.197, 7.621, 0.078], [3.201, 7.564, -1.375], [-2.978, 0.139, 6.357], [0.569, 4.392, 3.493], [4.738, 2.066, 4.758], [-1.245, 3.037, -4.140], [1.638, -7.919, -1.646], [0.273, -5.250, -0.983], [3.586, 3.359, -0.666]], "lowdin_charge": [0.41, 0.33, 0.28, 0.17, 0.09, 0.08, -0.06, 0.09, -0.05, 0.08, 0.09, -0.12, -0.06, 0.18, 0.03, -0.35, -0.08, -0.35, -0.18, -0.07, -0.08, -0.11, -0.09, -0.10, -0.08, -0.21, -0.11, 0.00, 0.09, 0.09, -0.11, -0.39, -0.11, -0.09, -0.10, -0.08, -0.08, -0.39, -0.08, -0.21, -0.66, -0.08, 0.09, -0.42, -0.10, -0.07, -0.10, -0.19, -0.11, -0.02, -0.20, -0.09, 0.13, 0.07, 0.12, 0.13, 0.10, 0.13, 0.07, 0.06, 0.12, 0.13, 0.11, 0.12, 0.13, 0.12, 0.13, 0.08, 0.07, 0.10, 0.10, 0.10, 0.07, 0.14, 0.08, 0.13, 0.14, 0.11, 0.10, 0.10, 0.13, 0.08, 0.10, 0.14, 0.07, 0.11, 0.06]}


[2]
{"formula": "C4H7N3O", "method": "ωB97M-V/def2-TZVPD", "lumo_ev": -0.27, "smiles": "C=C/C=N\\NC(N)=O", "orbital_gap_ev": 8.970, "spin_multiplicity": 1, "largest_force_ha_per_bohr": 0.160, "de_lowest_kj_mol": 406.3, "homo_ev": -9.2435, "elements": ["O", "N", "N", "N", "C", "C", "C", "C", "H", "H", "H", "H", "H", "H", "H"], "coordinates": [[-0.135, -1.564, 1.988], [-0.348, 0.551, 0.716], [0.348, -2.825, 0.110], [0.355, -0.607, 0.112], [0.147, -1.641, 0.822], [-0.570, 1.639, 0.014], [0.141, 3.083, -2.071], [-0.080, 1.874, -1.334], [0.397, 2.959, -3.209], [0.117, -3.776, 0.501], [-1.365, 2.215, 0.715], [-0.383, 4.041, -1.745], [0.559, 1.117, -1.909], [0.251, -0.585, -0.837], [1.194, -3.021, -0.570]], "lowdin_charge": [0.06, 0.09, 0.10, 0.08, -0.72, -0.18, 0.01, -0.18, 0.08, 0.11, 0.16, 0.06, 0.10, 0.08, 0.14]}


[3]
{"formula": "C45H31Br2N6O7Y", "method": "ωB97M-V/def2-TZVPD", "lumo_ev": 3.66, "total_charge": -2, "orbital_gap_ev": 6.535, "spin_multiplicity": 1, "largest_force_ha_per_bohr": 0.056, "de_lowest_kj_mol": 5.1, "homo_ev": -2.8756, "elements": ["Y", "Br", "Br", "O", "O", "O", "O", "O", "O", "O", "N", "N", "N", "N", "N", "N", "C", "C", "C", "C", "C", "C", "C", "C", "C", "C", "C", "C", "C", "C", "C", "C", "C", "C", "C", "C", "C", "C", "C", "C", "C", "C", "C", "C", "C", "C", "C", "C", "C", "C", "C", "C", "C", "C", "C", "C", "C", "C", "C", "C", "C", "H", "H", "H", "H", "H", "H", "H", "H", "H", "H", "H", "H", "H", "H", "H", "H", "H", "H", "H", "H", "H", "H", "H", "H", "H", "H", "H", "H", "H", "H", "H"], "coordinates": [[14.953, 10.379, 14.499], [16.979, 13.873, 16.941], [19.467, 14.234, 11.486], [12.657, 9.867, 14.388], [14.731, 11.669, 12.775], [14.881, 13.158, 11.099], [16.488, 10.643, 16.025], [16.245, 11.167, 18.646], [16.213, 8.805, 13.502], [10.361, 10.845, 14.180], [18.695, 11.303, 15.654], [14.240, 8.242, 15.394], [12.919, 8.111, 15.870], [9.670, 13.030, 23.162], [15.922, 13.457, 14.407], [18.417, 11.627, 14.396], [19.674, 10.377, 9.834], [19.900, 10.086, 8.466], [19.769, 9.030, 19.129], [16.395, 14.382, 15.217], [10.801, 11.999, 18.595], [8.664, 10.365, 15.736], [10.398, 8.423, 16.861], [18.826, 12.645, 13.802], [10.097, 12.280, 19.746], [17.363, 10.445, 18.765], [18.175, 5.833, 13.291], [16.679, 7.643, 13.825], [10.832, 12.704, 20.884], [12.213, 12.228, 18.542], [17.834, 11.778, 9.222], [12.923, 12.617, 19.725], [15.973, 15.068, 12.744], [16.202, 6.856, 14.960], [18.668, 11.216, 10.227], [16.494, 16.029, 13.572], [9.124, 8.613, 17.366], [8.317, 9.559, 16.816], [17.824, 5.144, 14.448], [14.908, 7.164, 15.554], [19.085, 10.646, 7.501], [16.856, 5.666, 15.281], [17.721, 10.268, 16.194], [12.228, 9.070, 15.350], [17.658, 7.072, 13.011], [15.019, 12.797, 12.256], [12.230, 12.890, 20.870], [19.070, 9.471, 20.239], [17.903, 10.189, 20.076], [15.661, 13.798, 13.177], [12.946, 11.758, 17.380], [19.276, 9.315, 17.880], [16.687, 15.732, 14.895], [18.075, 11.515, 7.882], [13.703, 11.391, 16.444], [10.845, 9.248, 15.871], [18.075, 10.011, 17.621], [18.850, 12.656, 12.354], [10.157, 12.971, 22.125], [18.570, 11.533, 11.669], [9.975, 10.184, 15.261], [12.719, 13.128, 21.886], [20.677, 8.402, 19.221], [18.128, 10.707, 12.283], [16.750, 17.035, 13.183], [16.541, 5.188, 16.206], [20.307, 9.962, 10.629], [17.375, 11.937, 7.126], [11.372, 10.665, 14.076], [7.372, 9.788, 17.202], [18.927, 5.323, 12.649], [19.253, 10.507, 6.422], [18.027, 7.569, 12.082], [14.027, 12.571, 19.757], [14.465, 6.260, 15.998], [8.817, 7.914, 18.125], [19.803, 9.120, 16.937], [17.932, 9.391, 15.538], [8.056, 11.100, 15.217], [17.304, 10.517, 20.904], [19.389, 13.487, 14.258], [17.075, 12.459, 9.578], [20.732, 9.530, 8.165], [18.369, 4.278, 14.783], [16.030, 11.077, 17.672], [10.243, 11.695, 17.719], [19.420, 9.158, 21.238], [18.958, 12.069, 16.322], [17.156, 16.466, 15.570], [8.986, 12.315, 19.833], [15.808, 15.294, 11.704], [11.019, 7.638, 17.286]], "lowdin_charge": [1.48, 0.84, 0.72, -0.21, -0.15, 0.04, -0.34, 0.00, -0.19, 0.04, 0.01, -0.05, 0.08, 0.11, 0.12, 0.03, -0.04, -0.09, -0.14, -0.69, -0.02, -0.02, -0.04, -0.27, -0.04, -0.26, -0.13, -0.38, -0.27, -0.21, -0.02, -0.03, -0.03, -0.14, -0.24, -0.09, -0.12, -0.13, -0.14, -0.09, -0.13, -0.08, -0.48, -0.46, -0.04, -0.59, -0.07, -0.13, -0.02, -0.21, -0.14, -0.05, -0.12, -0.10, -0.04, -0.09, -0.09, -0.65, -0.23, -0.10, -0.30, 0.14, 0.10, 0.13, 0.12, 0.10, 0.12, 0.11, 0.08, 0.07, 0.10, 0.10, 0.12, 0.12, 0.12, 0.09, 0.11, 0.14, 0.11, 0.10, 0.11, 0.10, 0.07, 0.08, 0.05, 0.10, 0.10, 0.10, 0.10, 0.12, 0.11, 0.11]}


[4]
{"formula": "C19H12FN5O", "method": "ωB97M-V/def2-TZVPD", "lumo_ev": -0.32, "smiles": "Cc1ncnc(C#N)c1-c1ccc(Oc2nccc3[nH]ccc23)cc1F", "orbital_gap_ev": 7.874, "spin_multiplicity": 1, "largest_force_ha_per_bohr": 0.089, "de_lowest_kj_mol": 3.1, "homo_ev": -8.1893, "elements": ["F", "O", "N", "N", "N", "N", "N", "C", "C", "C", "C", "C", "C", "C", "C", "C", "C", "C", "C", "C", "C", "C", "C", "C", "C", "C", "H", "H", "H", "H", "H", "H", "H", "H", "H", "H", "H", "H"], "coordinates": [[-0.354, -2.105, 0.978], [0.964, 1.839, -1.371], [0.889, 3.322, 0.502], [4.263, 4.890, -1.196], [-4.107, -3.678, 0.353], [-3.682, 0.948, 2.991], [-4.551, -2.331, 2.243], [-0.661, -0.962, 0.336], [2.554, 4.995, 0.744], [-3.744, -0.123, 2.478], [-3.023, -1.593, 0.601], [-2.477, -3.152, -1.328], [1.352, 4.401, 1.150], [-2.357, 0.551, -0.505], [-2.024, -0.628, 0.163], [-0.024, 1.067, -0.804], [3.135, 4.561, -0.461], [-3.770, -1.378, 1.754], [2.552, 3.526, -1.119], [0.325, -0.141, -0.174], [-3.211, -2.788, -0.081], [-1.360, 1.377, -1.008], [3.287, 3.282, -2.345], [1.435, 2.874, -0.621], [-4.711, -3.415, 1.539], [4.344, 4.161, -2.343], [-3.429, 0.781, -0.657], [4.919, 5.644, -0.934], [-2.170, -2.274, -1.907], [1.399, -0.395, -0.061], [0.841, 4.787, 2.035], [-1.585, -3.712, -1.026], [2.953, 5.822, 1.319], [-1.538, 2.314, -1.522], [5.112, 4.230, -3.079], [-3.067, -3.790, -1.925], [3.057, 2.553, -3.124], [-5.395, -4.172, 1.922]], "lowdin_charge": [0.09, 0.06, 0.13, 0.07, 0.14, 0.17, 0.13, -0.20, 0.00, -0.11, -0.10, 0.00, -0.13, 0.00, -0.15, -0.25, -0.21, -0.22, -0.13, 0.09, -0.25, 0.01, 0.00, -0.26, -0.17, -0.10, 0.14, 0.17, 0.09, 0.15, 0.11, 0.10, 0.10, 0.13, 0.11, 0.07, 0.11, 0.11]}


[5]
{"formula": "C6H4N2", "method": "ωB97M-V/def2-TZVPD", "lumo_ev": -1.45, "smiles": "N#C/C=C1/C=CC=N1", "orbital_gap_ev": 8.712, "spin_multiplicity": 1, "largest_force_ha_per_bohr": 0.065, "de_lowest_kj_mol": 101.3, "homo_ev": -10.1602, "elements": ["N", "N", "C", "C", "C", "C", "C", "C", "H", "H", "H", "H"], "coordinates": [[2.345, -1.301, -1.841], [-0.687, 0.394, -0.794], [1.195, -0.666, 0.406], [-1.858, 0.969, 1.118], [-1.793, 0.899, -0.304], [1.794, -1.014, -0.872], [0.034, 0.019, 0.396], [-0.687, 0.484, 1.575], [1.833, -0.827, 1.253], [-0.343, 0.264, 2.589], [-2.501, 1.413, -1.025], [-2.708, 1.357, 1.707]], "lowdin_charge": [0.16, 0.11, 0.01, -0.07, -0.15, -0.21, -0.31, -0.03, 0.11, 0.12, 0.13, 0.11]}


Question: What is the formula in the second record?
Answer: C4H7N3O